Record 1
The following is a DFT calculation (ωB97M-V/def2-TZVPD) of a molecular structure, C18H30CrNO5P2S in a non-equilibrium geometry.

Output
maximum force: 4.488 eV/A
charge: +1
highest occupied orbital energy (spin up / spin down): -11.139 / -11.170 eV
E_tot: -3259.9217 Ha
multiplicity: 5

Structure (XYZ):
```
58
C18H30CrNO5P2S (ωB97M-V/def2-TZVPD)
Cr -0.1215 -0.1690 0.3124
P 2.1305 -0.7705 0.0520
C 2.2018 -1.4687 -1.6314
C 0.9142 -1.4466 -2.2852
N -0.2393 -1.0540 -1.6146
C -1.4373 -1.3095 -2.1852
C -1.5666 -2.1404 -3.2900
C -0.4290 -2.5055 -3.9892
C 0.7968 -2.0285 -3.5683
C -2.7121 -0.7922 -1.5048
P -2.3136 0.7573 -0.4951
H 1.7333 -2.2768 -4.0741
H -2.5631 -2.4528 -3.5790
H -0.5082 -3.1200 -4.8690
H -3.5251 -0.5235 -2.2165
H -3.1222 -1.5130 -0.7614
H 2.9478 1.8569 -2.6481
H 2.9906 -1.0636 -2.3177
H 0.8975 2.8525 -1.0015
O 2.6126 2.7232 -2.8662
H 1.9831 2.6399 -3.6538
H 0.1445 1.1245 0.1993
O 0.3716 3.0367 -0.2555
H 0.9255 3.2264 0.4661
C -2.3603 2.0198 -1.8267
H -3.3732 2.0652 -2.2715
H -2.0861 2.9980 -1.3992
H -1.6149 1.7788 -2.6048
C -3.7912 1.0646 0.5117
H -3.6216 1.9951 1.0634
H -4.7025 1.1505 -0.0905
H -3.9114 0.2393 1.2204
C 2.3525 -2.3904 0.8394
H 3.2810 -2.7691 0.3909
H 2.4113 -2.3707 1.9299
H 1.5271 -3.0216 0.4833
C 3.4845 0.3423 0.6132
H 3.4098 0.5092 1.7026
H 4.4392 -0.1697 0.4142
H 3.4778 1.3132 0.0833
C -1.2000 1.6897 8.4257
C -0.9017 1.2849 7.0129
C -0.8299 -0.0748 6.6925
C -0.4640 -0.4731 5.4162
C -0.1821 0.4957 4.4500
C -0.3162 1.8552 4.7357
C -0.6835 2.2421 6.0193
S 0.6024 -0.0088 2.9456
O 1.9738 -0.3284 3.2636
O -0.2302 -1.1016 2.3426
O 0.4493 1.1986 2.0869
H -2.1372 1.2310 8.7783
H -0.3933 1.3608 9.1059
H -1.3234 2.7798 8.4941
H -1.0385 -0.8312 7.4499
H -0.3670 -1.5191 5.1514
H -0.1013 2.5827 3.9554
H -0.7751 3.3037 6.2491
```

***

Record 2
The following is a DFT calculation (ωB97M-V/def2-TZVPD) of a single C5H10N4 molecule in a non-equilibrium geometry.

Output
maximum force: 2.232 eV/A
highest occupied orbital energy: -8.292 eV
E_tot: -415.3697 Ha
multiplicity: 1

Structure (XYZ):
```
19
C5H10N4 (ωB97M-V/def2-TZVPD)
C -1.3159 -0.5302 1.0168
C -1.0688 -0.6152 -1.4221
N -0.6338 -0.0103 -0.1683
C -0.0445 1.4702 -0.1543
C 1.0733 0.1946 0.1062
C 1.5039 0.1210 1.5494
N -0.3458 2.3526 -0.9754
N 1.9343 -0.1547 -0.7723
N 2.5817 -0.4060 1.9316
H -1.2076 2.2208 -1.5075
H 1.6259 -0.1322 -1.7367
H 3.0875 -0.7879 1.1260
H 0.8544 0.5722 2.2936
H -0.5447 -0.1660 -2.2625
H -0.9450 -1.5295 1.2676
H -2.3855 -0.5909 0.8087
H -1.1578 0.1332 1.8671
H -2.1399 -0.4523 -1.5462
H -0.8718 -1.6894 -1.4216
```

***

Record 3
The following is a DFT calculation (ωB97M-V/def2-TZVPD) of a molecular structure, C13H18AsN3S6Tc in a non-equilibrium geometry.

Output
maximum force: 3.144 eV/A
charge: +1
highest occupied orbital energy (spin up / spin down): -10.959 / -10.959 eV
E_tot: -5375.8424 Ha
multiplicity: 1

Structure (XYZ):
```
42
C13H18AsN3S6Tc (ωB97M-V/def2-TZVPD)
Tc -0.1819 2.2964 0.1371
C 2.3872 2.4999 4.7934
S 2.5546 0.9495 3.8666
C 1.5485 1.2588 2.5035
S 0.4379 2.5858 2.4371
N 1.6126 0.4396 1.4891
N 0.8334 0.6992 0.4747
C 0.8222 -0.4014 -0.5071
C 0.3442 0.1749 -1.8110
C 0.5952 -0.3586 -3.0674
C 0.0180 0.2494 -4.1694
C -0.8384 1.3304 -3.9702
C -1.0227 1.8141 -2.6922
N -0.4035 1.2768 -1.6326
H 2.8510 2.3373 5.7605
H 1.3369 2.7373 4.9222
H 2.9079 3.2895 4.2582
H 1.7966 -0.8972 -0.5520
H 1.2432 -1.2150 -3.1639
H 0.2216 -0.1157 -5.1636
H -1.3599 1.7931 -4.7936
H -1.6870 2.6486 -2.4911
S -3.3370 5.0791 2.1163
As -3.1133 3.9812 0.3979
S -2.4726 1.8729 0.7536
S 0.2244 4.3206 -0.3936
S -3.8587 4.3350 -1.4874
C 0.6452 -3.4673 -1.0493
C -0.1964 -2.7625 0.0223
C 0.5062 -2.8760 1.4084
C -1.5908 -3.3877 0.1050
C -0.2922 -1.3139 -0.1871
H 0.6715 -4.5328 -0.8363
H 1.6686 -3.0999 -1.0752
H 0.1933 -3.3292 -2.0310
H 0.5067 -3.9240 1.7001
H -0.0356 -2.3068 2.1598
H 1.5284 -2.5101 1.3655
H -1.5334 -4.4362 0.3854
H -2.0935 -3.3250 -0.8571
H -2.1958 -2.8744 0.8481
H -1.2420 -0.8358 0.0245
```

***

Record 4
The following is a DFT calculation (ωB97M-V/def2-TZVPD) of 2 unconnected molecules or ions with the total composition C4H11PS2 in a non-equilibrium geometry.

Output
maximum force: 4.184 eV/A
highest occupied orbital energy (spin up / spin down): -8.827 / -8.159 eV
E_tot: -1296.6164 Ha
multiplicity: 1

Structure (XYZ):
```
18
C4H11PS2 (ωB97M-V/def2-TZVPD)
C 0.7000 1.6196 -0.7532
C 1.3622 -0.3024 1.9661
C -2.8370 -0.4826 -0.6280
C 1.0559 0.2389 -1.0328
P 0.5666 -0.9705 0.3935
S 1.5724 -2.6099 0.0682
S -3.1354 -1.8423 0.5484
H -0.3415 1.8804 -0.5237
H 1.2585 1.9479 0.0873
H 1.0351 2.1355 -1.5389
H 2.2519 -0.1454 1.5288
H 0.9661 0.5284 2.5841
H 1.3771 -1.0558 2.7447
H -1.7983 -0.4484 -0.9039
H -3.2018 0.4360 -0.1912
H -3.5330 -0.8672 -1.5096
H 2.1570 0.1941 -1.0184
H 0.5445 -0.2562 -1.8214
```

***

Record 5
The following is a DFT calculation (ωB97M-V/def2-TZVPD) of a molecular structure, C12H28IInO2P.

Output
maximum force: 0.217 eV/A
charge: -1
highest occupied orbital energy: -3.887 eV
E_tot: -1453.7482 Ha
multiplicity: 1

Structure (XYZ):
```
45
C12H28IInO2P (ωB97M-V/def2-TZVPD)
C 5.3829 -2.9817 0.6252
O 4.3702 -2.0549 0.9171
C 4.4747 -0.8760 0.1474
C 3.3394 0.0545 0.5114
C 3.4876 1.4167 -0.1686
C 2.2398 2.3098 -0.1591
C 1.3245 2.1754 -1.3816
C 0.7296 0.8001 -1.7208
C -0.5708 0.4644 -0.9871
C -0.4979 0.5018 0.5391
C -1.7007 -0.1541 1.2188
C -3.0468 0.4281 0.7653
In -4.1070 -0.5331 -0.9119
I -2.7282 -2.9298 -1.4839
P -6.4904 -1.2690 -0.3554
C -6.3149 -1.2900 1.5048
O -7.2426 0.2792 -0.4787
H 6.3716 -2.6208 0.9456
H 5.4254 -3.2072 -0.4496
H 5.1564 -3.9008 1.1662
H 4.4235 -1.1240 -0.9252
H 5.4516 -0.3961 0.3261
H 2.3940 -0.4244 0.2535
H 3.3273 0.1922 1.5975
H 4.3073 1.9444 0.3314
H 3.8091 1.2818 -1.2112
H 1.6823 2.1515 0.7688
H 2.5747 3.3526 -0.1405
H 0.4971 2.8879 -1.2771
H 1.9023 2.5203 -2.2496
H 0.5137 0.7814 -2.7935
H 1.4699 0.0103 -1.5597
H -1.3451 1.1562 -1.3380
H -0.8992 -0.5354 -1.2932
H 0.4183 -0.0064 0.8672
H -0.4153 1.5413 0.8862
H -1.6543 -1.2338 1.0352
H -1.5804 -0.0229 2.3026
H -2.9194 1.4779 0.4713
H -3.7561 0.4467 1.5992
H -4.1205 0.4225 -2.3917
H -5.3371 -1.6537 1.8333
H -7.0805 -1.9136 1.9754
H -6.4307 -0.2676 1.8711
H -6.8353 0.7983 -1.1834
```

***

Record 6
The following is a DFT calculation (ωB97M-V/def2-TZVPD) of a molecular structure, C6H10HgLiO3 in a non-equilibrium geometry.

Output
maximum force: 2.748 eV/A
highest occupied orbital energy (spin up / spin down): -6.015 / -5.716 eV
E_tot: -621.1232 Ha
multiplicity: 2

Structure (XYZ):
```
21
C6H10HgLiO3 (ωB97M-V/def2-TZVPD)
C -2.1131 0.8308 -1.3607
C -0.7819 0.8357 -1.6377
C 0.2478 1.5242 -0.8258
C 1.4653 1.7269 -1.5237
O 2.6255 1.6908 -0.9782
O -3.0406 0.1249 -1.9500
Li -3.3611 -0.6290 -3.4813
Hg 3.3731 0.5884 0.8733
H -2.4534 1.4894 -0.5363
H -0.4156 0.1071 -2.3730
H 0.4368 0.4155 0.5566
H 1.4235 2.0488 -2.5839
C -0.0337 -2.2175 1.6094
C 0.5939 -1.0485 2.3535
O 1.2177 -0.1572 1.4635
H -0.6126 -2.8499 2.2987
H -0.6956 -1.8533 0.8100
H 0.7484 -2.8289 1.1321
H 1.2352 -1.4434 3.1641
H -0.1824 -0.4747 2.8903
H 0.3230 2.1198 0.0989
```

***

Record 7
The following is a DFT calculation (ωB97M-V/def2-TZVPD) of a molecular structure, C28H39CrN10OPSSe in a non-equilibrium geometry.

Output
maximum force: 1.599 eV/A
charge: +2
highest occupied orbital energy (spin up / spin down): -11.802 / -11.854 eV
E_tot: -5898.2399 Ha
multiplicity: 5

Structure (XYZ):
```
82
C28H39CrN10OPSSe (ωB97M-V/def2-TZVPD)
Cr -0.0288 -0.7688 0.1341
C 4.4175 -0.2982 -2.7575
N 3.2289 0.2422 -2.1517
C 2.7566 1.5080 -2.2878
C 1.6049 1.5805 -1.5501
N 1.3721 0.3819 -0.9639
C 2.3580 -0.4281 -1.3527
P 2.7309 -2.1007 -0.6923
C 1.1268 -2.9841 -0.8059
N 0.0921 -2.8512 0.0368
C -0.6813 -3.9533 -0.1256
C -0.1125 -4.7707 -1.0643
N 1.0257 -4.1637 -1.4760
C 1.9428 -4.6581 -2.4663
C 2.4839 -1.6111 1.0352
N 1.4051 -0.9847 1.5113
C 1.6123 -0.8413 2.8466
C 2.8284 -1.3751 3.1750
N 3.3699 -1.8592 2.0279
C 4.6359 -2.5184 1.8720
H 4.8826 0.4611 -3.3839
H 4.1681 -1.1630 -3.3747
H 5.1282 -0.6094 -1.9890
H 3.2545 2.2473 -2.8794
H 0.9389 2.4070 -1.4090
H -1.5760 -4.1014 0.4455
H -0.4252 -5.7180 -1.4526
H 1.5050 -5.5230 -2.9589
H 2.8846 -4.9550 -2.0009
H 2.1404 -3.8936 -3.2184
H 0.8953 -0.3580 3.4793
H 3.3311 -1.4456 4.1156
H 5.1498 -2.5618 2.8297
H 5.2602 -1.9716 1.1628
H 4.4914 -3.5350 1.5006
N -2.9767 -2.0193 0.1696
C -2.6451 -1.6242 -1.0714
N -1.4872 -1.1012 -1.4066
C -1.4359 -0.9100 -2.7851
C -0.3671 -0.4208 -3.5327
C -0.4999 -0.2541 -4.8978
C -1.6809 -0.5851 -5.5517
C -2.7437 -1.1106 -4.8435
C -2.6088 -1.2640 -3.4758
S -3.7886 -1.8979 -2.3588
H -2.4243 -1.6700 0.9410
H -3.9360 -2.2714 0.3499
H 0.5591 -0.1706 -3.0513
H 0.3322 0.1362 -5.4632
H -1.7628 -0.4399 -6.6158
H -3.6556 -1.3991 -5.3373
C -2.0163 -0.3683 3.1133
C -2.9194 0.4395 2.1935
O -2.2548 0.6890 0.9542
C -2.9911 1.6221 0.1643
C -2.1583 2.1406 -0.9922
H -2.6083 -0.9197 3.8373
H -1.3468 0.3018 3.6458
H -1.4015 -1.0676 2.5325
H -3.1589 1.3995 2.6680
H -3.8667 -0.0852 1.9965
H -3.2827 2.4665 0.8034
H -3.9101 1.1440 -0.2064
H -1.2793 2.6463 -0.6060
H -2.7487 2.8465 -1.5684
H -1.8392 1.3316 -1.6427
C 3.4124 2.6823 1.2481
N 2.4646 3.7487 1.0917
C 2.7377 5.0492 0.7595
C 1.5744 5.7392 0.8329
N 0.5961 4.8630 1.2113
C -0.7830 5.1817 1.4656
C 1.1464 3.6419 1.3662
Se 0.2439 2.1098 1.8178
H 4.3892 3.0122 0.9020
H 3.0859 1.8108 0.6760
H 3.4735 2.3937 2.3000
H 3.7221 5.3815 0.5035
H 1.3724 6.7731 0.6488
H -0.9236 6.2573 1.3917
H -1.0570 4.8451 2.4674
H -1.4305 4.6785 0.7448
```

***

Record 8
The following is a DFT calculation (ωB97M-V/def2-TZVPD) of a molecular structure, C26H18F6N2O5PRbS2Se in a non-equilibrium geometry.

Output
maximum force: 1.100 eV/A
charge: -2
highest occupied orbital energy: -0.513 eV
E_tot: -5649.7816 Ha
multiplicity: 1

Structure (XYZ):
```
62
C26H18F6N2O5PRbS2Se (ωB97M-V/def2-TZVPD)
Rb -0.5119 -2.0410 -0.8534
O 2.0415 -1.7438 -1.7296
C 2.6577 -0.7652 -1.3792
C 3.1542 0.4658 -1.7307
C 4.5507 0.6258 -2.0920
C 5.1514 1.8481 -2.0764
C 4.4359 3.0169 -1.7235
C 3.0766 2.9171 -1.4788
C 2.3996 1.6993 -1.5183
P 0.6161 1.5165 -1.2955
C 0.0390 3.2495 -1.4765
C -0.2360 3.7131 -2.7649
C -0.6637 5.0123 -2.9846
C -0.8398 5.8764 -1.9105
C -0.5798 5.4281 -0.6251
C -0.1408 4.1271 -0.4068
C 0.4166 1.2925 0.5238
C -0.8696 1.1055 1.0295
C -1.0802 0.9541 2.3922
C -0.0022 0.9723 3.2656
C 1.2836 1.1197 2.7663
C 1.4944 1.2810 1.4028
H 5.1183 -0.2625 -2.3514
H 6.1977 1.9253 -2.3537
H 4.9305 3.9812 -1.7066
H 2.5136 3.8228 -1.2831
H -0.1046 3.0354 -3.6020
H -0.8674 5.3526 -3.9931
H -1.1788 6.8921 -2.0796
H -0.7142 6.0971 0.2169
H 0.0659 3.7911 0.6009
H -1.7145 1.0882 0.3459
H -2.0823 0.7999 2.7742
H -0.1620 0.8268 4.3276
H 2.1274 1.0868 3.4448
H 2.4995 1.3948 1.0130
F -2.4362 -1.5043 -4.0249
C -3.5762 -2.1461 -3.7496
F -3.8215 -3.0274 -4.7278
F -4.5741 -1.2517 -3.7298
S -3.4936 -2.9765 -2.0959
O -3.1563 -1.9050 -1.2034
O -4.7641 -3.6134 -1.9545
N -2.2731 -3.8982 -2.4137
S -1.7535 -4.9877 -1.4110
O -2.5539 -5.1459 -0.2397
O -0.3292 -4.9176 -1.3146
C -2.0472 -6.5387 -2.3792
F -3.3534 -6.7364 -2.5773
F -1.5550 -7.5839 -1.7000
F -1.4397 -6.4813 -3.5718
Se 0.2342 -2.9835 2.4179
C -0.0235 -2.2011 4.0986
C -1.2931 -2.0542 4.6825
C -1.4172 -1.4480 5.9192
N -0.3968 -0.9710 6.6411
C 0.8140 -1.1285 6.0932
C 1.0513 -1.7227 4.8675
H -2.1686 -2.4069 4.1530
H -2.4010 -1.3232 6.3680
H 1.6458 -0.7458 6.6817
H 2.0594 -1.8038 4.4824
```

***

Record 9
The following is a DFT calculation (ωB97M-V/def2-TZVPD) of a molecular structure, C17H41FN6OSSi2 in a non-equilibrium geometry.

Output
maximum force: 1.992 eV/A
highest occupied orbital energy: -4.840 eV
E_tot: -2153.0321 Ha
multiplicity: 1

Structure (XYZ):
```
69
C17H41FN6OSSi2 (ωB97M-V/def2-TZVPD)
C 1.1726 4.1646 2.0133
C 0.5460 5.5380 1.9161
O -0.4291 5.6216 0.8711
C -1.7567 5.8195 1.3196
C -2.6479 5.2571 0.2049
N -4.0441 5.2150 0.5941
C -4.8317 4.2716 1.0959
N -6.1258 4.5480 1.2973
C -6.6196 3.4402 1.7414
F -7.8611 3.2730 2.0439
N -5.7193 2.4695 1.8413
S -6.1691 0.9049 2.3645
N -4.4905 3.0135 1.4405
C -3.3836 2.0602 1.5435
C -1.9338 2.4079 1.2330
C -1.5358 2.0296 -0.2225
C -0.3416 1.0811 -0.2264
C -0.1499 0.3149 -1.5436
N 0.9992 0.8387 -2.3057
H 1.6474 3.8810 1.0808
H 0.4559 3.3973 2.2928
H 1.9238 4.2083 2.7968
H 0.1396 5.8492 2.8748
H 1.3484 6.2147 1.6350
H -1.9069 6.8982 1.3526
H -1.9427 5.3482 2.2846
H -2.2430 4.3664 -0.2538
H -2.5729 6.0081 -0.5745
H -4.5440 6.0774 0.4571
H -5.5086 0.7747 3.5364
H -3.6376 1.1860 0.9541
H -3.4004 1.6779 2.5617
H -1.6038 3.4047 1.4906
H -1.3367 1.7400 1.8433
H -2.3819 1.6548 -0.7953
H -1.2026 2.9317 -0.7358
H 0.5596 1.6677 -0.0673
H -0.3980 0.3678 0.5949
H 0.0826 -0.7138 -1.2928
H -1.0678 0.4140 -2.1301
H 1.1641 0.1819 -3.0618
H 0.7227 1.6987 -2.7679
C 2.3504 -2.2022 0.5994
Si 2.2813 -3.8960 -0.2605
C 0.7341 -3.8618 -1.3670
C 1.9897 -5.1791 1.1051
N 3.7002 -4.1213 -1.1086
Si 4.0790 -5.4726 -2.0308
C 2.8922 -5.7637 -3.4831
C 4.1593 -7.0805 -1.0291
C 5.7968 -5.2250 -2.7865
H 1.4275 -2.0093 1.1667
H 3.1911 -2.1634 1.2943
H 2.4711 -1.4040 -0.1383
H -0.1375 -3.4811 -0.8130
H 0.4747 -4.8582 -1.7283
H 0.8966 -3.2095 -2.2283
H 2.8886 -5.2992 1.7115
H 1.7143 -6.1511 0.6917
H 1.1730 -4.8671 1.7709
H 1.9225 -6.1353 -3.1442
H 3.3002 -6.5096 -4.1767
H 2.7357 -4.8378 -4.0401
H 4.7602 -6.9390 -0.1290
H 4.6192 -7.8844 -1.6177
H 3.1653 -7.4241 -0.7346
H 6.5440 -5.0974 -2.0007
H 5.8085 -4.3403 -3.4265
H 6.0864 -6.0905 -3.3948
```

***

Record 10
The following is a DFT calculation (ωB97M-V/def2-TZVPD) of a single C5H7ClO molecule in a non-equilibrium geometry.

Output
maximum force: 13.058 eV/A
highest occupied orbital energy (spin up / spin down): -5.383 / -10.704 eV
E_tot: -729.9253 Ha
multiplicity: 3

Structure (XYZ):
```
14
C5H7ClO (ωB97M-V/def2-TZVPD)
C -1.0234 -0.0220 -0.6636
C -1.9662 -0.7812 -1.1619
C -0.3361 -0.1322 0.7103
C 0.8799 0.8181 0.7367
C 1.9603 0.1748 -0.0803
O 2.1348 0.2612 -1.2278
Cl 2.8647 -0.8430 0.9390
H -0.5546 0.7463 -1.2521
H -2.1788 -0.3858 -2.0409
H -0.9455 0.0504 1.6334
H -0.1085 -1.1393 0.8309
H 0.5403 1.8407 0.3427
H 1.1536 0.9881 1.8473
H -2.4207 -1.5760 -0.6137
```

***

Record 11
The following is a DFT calculation (ωB97M-V/def2-TZVPD) of a single C5H5ClN4 molecule in a non-equilibrium geometry.

Output
maximum force: 4.706 eV/A
highest occupied orbital energy (spin up / spin down): -7.351 / -7.353 eV
E_tot: -872.5278 Ha
multiplicity: 1

Structure (XYZ):
```
15
C5H5ClN4 (ωB97M-V/def2-TZVPD)
C 2.9299 0.5977 -0.2050
C 1.8083 -0.0927 -0.1687
C -0.3544 0.5916 1.1403
C 0.0410 -1.4453 -0.2861
C -1.7370 0.1984 -0.7647
N 3.7911 1.3773 -0.1641
N 1.2589 -1.0703 -0.7075
N -0.0168 1.5493 1.7737
N -0.8860 -0.2753 0.2913
Cl 0.0640 -2.6322 1.0506
H -0.6529 -1.9569 -1.1543
H -2.3270 1.0388 -0.4463
H -0.9073 0.4082 -1.5595
H -2.4996 -0.6354 -0.9894
H -0.5123 2.3467 2.1896
```

***

- Number 5 is which compound?
  C12H28IInO2P